Density functional theory data (the ωB97M-V functional and the def2-TZVPD basis) for an isolated molecule of C17H16N8O3S at a distorted geometry.

Values from the calculation:
**HOMO-LUMO gap**: 8.55 eV
**Total charge**: 0
**SMILES**: Cc1nnc(CN2C(Sc3nc4ccccc4[nH]3)=N[C@H]3[C@@H]2C(=O)NC(=O)N3C)o1
**Relative energy (zero: lowest compared OMol25 entry of this formula, charge and spin)**: 192.8 kJ/mol
**Molar mass**: 412.43 g/mol

CARTESIAN COORDINATES (ANGSTROEM)
C: 0.234 -1.009 -3.535
C: -0.573 -1.421 -2.321
N: -1.538 -0.650 -1.833
N: -2.123 -1.388 -0.814
C: -1.405 -2.483 -0.613
C: -1.705 -3.440 0.479
N: -0.763 -3.108 1.655
C: -0.664 -1.978 2.493
S: -1.905 -0.798 2.882
C: -0.986 0.505 2.096
N: -0.999 1.775 2.516
C: -0.412 2.589 1.578
C: -0.297 4.000 1.341
C: 0.341 4.547 0.189
C: 0.599 3.706 -0.914
C: 0.548 2.316 -0.615
C: 0.055 1.773 0.572
N: -0.229 0.474 0.961
N: 0.544 -1.926 2.972
C: 1.445 -2.763 2.203
C: 0.557 -3.830 1.764
C: 1.427 -4.487 0.617
O: 1.202 -5.676 0.451
N: 2.562 -3.993 0.083
C: 2.783 -2.663 0.228
O: 3.385 -2.107 -0.686
N: 2.143 -1.942 1.163
C: 2.620 -0.606 1.448
O: -0.491 -2.617 -1.600
H: 0.896 -1.760 -3.890
H: 0.819 -0.191 -3.259
H: -0.408 -0.754 -4.395
H: -2.765 -3.275 0.865
H: -1.621 -4.477 0.131
H: -0.629 4.623 2.106
H: 0.331 5.582 0.083
H: 0.842 4.089 -1.943
H: 0.651 1.570 -1.426
H: -0.158 -0.313 0.284
H: 2.231 -3.148 2.852
H: 0.468 -4.602 2.544
H: 2.914 -4.381 -0.808
H: 3.562 -0.614 1.988
H: 2.752 0.044 0.582
H: 1.926 -0.053 2.011

Density functional theory data (the ωB97M-V functional and the def2-TZVPD basis) for an isolated molecule of C17H16O6 at a distorted geometry.

Values from the calculation:
**HOMO-LUMO gap**: 9.02 eV
**Total charge**: 0
**SMILES**: Cc1cc(C(=O)OCC(=O)c2ccc3c(c2)OCCO3)c(C)o1
**Relative energy (zero: lowest compared OMol25 entry of this formula, charge and spin)**: 8.7 kJ/mol
**Molar mass**: 316.31 g/mol

CARTESIAN COORDINATES (ANGSTROEM)
C: 3.033 -0.215 3.325
C: 1.763 0.191 2.668
C: 1.424 1.282 1.939
C: 0.047 1.123 1.586
C: -0.682 2.064 0.745
O: -0.188 3.026 0.211
O: -1.987 1.736 0.590
C: -2.684 2.487 -0.388
C: -2.091 2.368 -1.798
O: -2.355 3.187 -2.643
C: -1.172 1.230 -2.009
C: -0.010 1.440 -2.752
C: 0.945 0.451 -2.840
C: 0.752 -0.773 -2.207
C: -0.452 -1.018 -1.535
C: -1.400 -0.014 -1.431
O: -0.727 -2.231 -0.952
C: 0.148 -3.258 -1.364
C: 1.590 -2.756 -1.337
O: 1.753 -1.702 -2.260
C: -0.348 -0.077 2.135
C: -1.628 -0.826 2.109
O: 0.687 -0.634 2.784
H: 3.354 -1.192 2.967
H: 2.898 -0.281 4.404
H: 3.804 0.517 3.107
H: 2.041 2.112 1.666
H: -2.696 3.551 -0.126
H: -3.708 2.105 -0.388
H: 0.145 2.401 -3.216
H: 1.867 0.607 -3.377
H: -2.314 -0.231 -0.903
H: 0.002 -4.087 -0.670
H: -0.105 -3.580 -2.383
H: 2.290 -3.538 -1.632
H: 1.831 -2.405 -0.324
H: -2.462 -0.137 2.036
H: -1.715 -1.427 3.012
H: -1.650 -1.495 1.248

Density functional theory data (the ωB97M-V functional and the def2-TZVPD basis) for a structure of composition C17H17AuN2O8.

Values from the calculation:
**HOMO-LUMO gap**: 7.41 eV
**Total charge**: 0
**Relative energy (zero: lowest compared OMol25 entry of this formula, charge and spin)**: 18.1 kJ/mol
**Molar mass**: 574.30 g/mol

CARTESIAN COORDINATES (ANGSTROEM)
Au: -0.689 0.233 -0.248
C: 6.613 1.796 0.936
O: 5.267 1.647 1.373
C: 4.454 0.810 0.713
C: 4.893 0.039 -0.411
C: 4.016 -0.795 -1.011
C: 2.660 -0.956 -0.564
C: 1.908 -1.996 -1.084
C: 2.290 -2.820 -2.272
O: 0.754 -2.287 -0.509
C: 2.195 -0.079 0.516
O: 0.996 -0.009 0.920
C: 3.159 0.739 1.151
H: 7.060 2.520 1.610
H: 6.657 2.177 -0.085
H: 7.158 0.853 1.007
H: 5.907 0.102 -0.771
H: 4.380 -1.396 -1.830
H: 3.090 -2.371 -2.846
H: 1.422 -2.917 -2.927
H: 2.574 -3.825 -1.963
H: 2.836 1.366 1.969
C: -3.040 1.935 3.389
C: -3.596 1.720 2.026
N: -2.939 1.225 1.002
C: -3.818 1.193 -0.048
C: -5.038 1.680 0.356
N: -4.870 2.009 1.672
C: -6.379 1.913 -0.245
O: -6.539 1.584 -1.502
O: -7.254 2.387 0.447
C: -3.434 0.681 -1.395
O: -4.296 0.651 -2.284
O: -2.241 0.274 -1.590
H: -1.985 1.676 3.375
H: -3.546 1.309 4.125
H: -3.145 2.975 3.699
H: -5.617 2.400 2.226
H: -5.676 1.201 -1.881
C: -1.396 -3.018 -1.285
C: -0.021 -3.421 -0.890
O: 0.446 -4.506 -0.796
H: -1.903 -2.618 -0.403
H: -1.933 -3.880 -1.668
H: -1.376 -2.200 -2.005

Density functional theory data (the ωB97M-V functional and the def2-TZVPD basis) for a structure of composition C17H17Br2NOSn at a distorted geometry.

Values from the calculation:
**HOMO-LUMO gap (spin up / spin down)**: 6.56 / 5.65 eV
**Total charge**: 0
**Relative energy (zero: lowest compared OMol25 entry of this formula, charge and spin)**: 102.6 kJ/mol
**Molar mass**: 529.85 g/mol

CARTESIAN COORDINATES (ANGSTROEM)
C: -2.289 2.577 0.380
C: -2.693 -0.560 -1.049
C: -1.346 2.572 -0.734
H: -2.912 3.474 0.208
C: -1.702 -0.444 -1.934
H: -2.751 -1.463 -0.417
H: -0.434 3.162 -0.599
H: -0.983 -1.273 -2.085
C: -1.663 2.203 -2.092
H: -1.017 2.862 -2.717
H: -2.729 2.430 -2.246
C: -3.285 1.379 0.550
H: -4.207 1.806 0.956
H: -2.904 0.721 1.346
C: -3.688 0.509 -0.670
H: -3.968 1.136 -1.528
H: -4.587 -0.028 -0.318
C: -1.384 0.793 -2.723
H: -1.911 0.783 -3.697
H: -0.337 0.695 -3.031
Sn: 0.556 1.369 2.012
H: -1.747 2.699 1.362
Br: 4.670 2.262 0.435
C: 4.037 0.500 0.713
C: 4.857 -0.438 1.342
C: 4.433 -1.736 1.601
Br: 5.592 -2.934 2.532
C: 3.139 -2.167 1.231
C: 2.611 -3.453 1.447
C: 1.279 -3.689 1.217
C: 0.449 -2.628 0.802
N: 0.892 -1.380 0.679
C: 2.226 -1.174 0.728
C: 2.673 0.173 0.514
O: 1.758 1.123 0.350
H: 5.849 -0.153 1.662
H: 3.288 -4.226 1.802
H: 0.834 -4.668 1.378
H: -0.605 -2.814 0.590

Density functional theory data (the ωB97M-V functional and the def2-TZVPD basis) for a structure of composition C17H17Br2NOSr at a distorted geometry.

Values from the calculation:
**HOMO-LUMO gap (spin up / spin down)**: 5.27 / 4.65 eV
**Total charge**: 0
**Molar mass**: 498.76 g/mol

CARTESIAN COORDINATES (ANGSTROEM)
C: 0.430 -1.588 -3.387
C: 0.078 1.797 -2.723
C: -0.915 -1.570 -3.468
H: 0.865 -2.471 -2.829
C: -1.146 1.615 -2.185
H: 0.619 2.665 -2.360
H: -1.428 -2.572 -3.583
H: -1.500 2.324 -1.423
C: -1.864 -0.440 -3.606
H: -2.842 -0.891 -3.871
H: -1.657 0.182 -4.488
C: 1.392 -0.417 -3.286
H: 2.313 -0.589 -3.891
H: 1.753 -0.368 -2.229
C: 0.791 0.937 -3.711
H: 0.202 0.761 -4.599
H: 1.634 1.551 -4.020
C: -2.101 0.507 -2.445
H: -3.088 0.958 -2.605
H: -2.314 -0.036 -1.528
Sr: 2.440 -1.463 0.251
H: 1.226 -1.326 1.548
Br: -0.094 -4.301 3.854
C: -0.170 -2.421 3.958
C: -0.509 -1.644 5.080
C: -0.403 -0.256 5.079
Br: -0.748 0.656 6.723
C: 0.030 0.517 3.950
C: 0.339 1.892 3.911
C: 0.898 2.433 2.771
C: 1.142 1.631 1.637
N: 0.999 0.265 1.695
C: 0.331 -0.250 2.804
C: 0.298 -1.670 2.899
O: 1.014 -2.251 1.845
H: -0.817 -2.201 5.953
H: 0.146 2.461 4.818
H: 1.149 3.502 2.762
H: 1.505 2.073 0.700

Density functional theory data (the ωB97M-V functional and the def2-TZVPD basis) for an isolated molecule of C17H17Cl2NO3.

Values from the calculation:
**HOMO-LUMO gap**: 8.43 eV
**Total charge**: 0
**SMILES**: COc1ccccc1OCCNC(=O)Cc1ccc(Cl)c(Cl)c1
**Relative energy (zero: lowest compared OMol25 entry of this formula, charge and spin)**: 0.0 kJ/mol
**Molar mass**: 354.23 g/mol

CARTESIAN COORDINATES (ANGSTROEM)
C: -2.058 -0.162 -3.342
O: -2.475 0.499 -2.163
C: -1.577 1.075 -1.323
C: -2.063 1.312 -0.039
C: -1.287 1.907 0.934
C: 0.021 2.242 0.644
C: 0.519 2.029 -0.628
C: -0.267 1.486 -1.637
O: 0.114 1.419 -2.959
C: 1.462 1.449 -3.348
C: 2.049 0.037 -3.487
N: 2.156 -0.671 -2.235
C: 1.399 -1.755 -1.955
O: 0.540 -2.176 -2.697
C: 1.758 -2.431 -0.632
C: 1.312 -1.614 0.545
C: 2.207 -0.830 1.262
C: 1.788 -0.111 2.366
C: 0.464 -0.166 2.768
Cl: -0.046 0.713 4.156
C: -0.444 -0.935 2.046
Cl: -2.089 -1.022 2.533
C: -0.020 -1.647 0.938
H: -2.942 -0.696 -3.691
H: -1.734 0.546 -4.108
H: -1.259 -0.880 -3.143
H: -3.080 1.016 0.164
H: -1.698 2.095 1.913
H: 0.655 2.689 1.395
H: 1.534 2.334 -0.833
H: 1.469 1.920 -4.337
H: 2.079 2.054 -2.677
H: 3.038 0.110 -3.953
H: 1.390 -0.560 -4.122
H: 2.792 -0.317 -1.538
H: 1.256 -3.399 -0.624
H: 2.837 -2.589 -0.600
H: 3.249 -0.797 0.978
H: 2.487 0.488 2.928
H: -0.731 -2.239 0.384